The following is a quantum chemistry calculation of a structure of composition C36H40CrN5P2S in a non-equilibrium geometry, from OMol25.

Its HOMO energy (spin up / spin down) is -0.5529 / -0.5522 Ha. Its charge is +3. As for the HOMO-LUMO gap (spin up / spin down): 6.86 / 6.58 eV. The LUMO energy (spin up / spin down) is -8.18 / -8.45 eV. As for the multiplicity: 5.

```
85
Properties=species:S:1:pos:R:3:mulliken_spin:R:1
Cr -0.626 -0.118 -0.467 4.0834
N 1.005 -2.011 1.023 -0.0228
P -0.335 -1.179 1.670 -0.0297
C -1.030 -2.460 2.746 -0.0216
C -1.229 -3.742 2.237 -0.0032
C -1.635 -4.756 3.085 0.0023
C -1.860 -4.496 4.430 -0.0044
C -1.698 -3.211 4.923 0.0021
C -1.283 -2.189 4.088 -0.0082
C 0.302 0.087 2.819 -0.0424
C 1.562 0.056 3.407 0.0048
C 1.947 1.082 4.253 0.0017
C 1.100 2.154 4.487 0.0010
C -0.156 2.191 3.900 0.0032
C -0.559 1.151 3.087 0.0336
P 1.485 -1.321 -0.464 0.0089
C 2.745 -0.128 0.111 -0.1366
C 2.307 1.161 0.398 0.0283
C 3.147 2.060 1.024 0.0147
C 4.423 1.660 1.395 0.0021
C 4.865 0.376 1.115 -0.0004
C 4.036 -0.515 0.453 -0.0026
C 2.481 -2.636 -1.221 0.0308
C 2.665 -3.870 -0.603 -0.0075
C 3.523 -4.799 -1.169 0.0008
C 4.171 -4.523 -2.362 -0.0025
C 3.958 -3.311 -2.997 0.0007
C 3.125 -2.366 -2.430 -0.0045
H 1.697 -2.421 1.651 0.0011
H -1.052 -3.940 1.187 -0.0012
H -1.767 -5.754 2.696 0.0001
H -2.158 -5.294 5.095 -0.0002
H -1.876 -2.995 5.964 0.0000
H -1.142 -1.190 4.474 -0.0014
H 2.247 -0.759 3.216 -0.0008
H 2.916 1.052 4.728 0.0000
H 1.413 2.960 5.129 0.0000
H -0.813 3.029 4.074 -0.0001
H -1.558 1.129 2.666 -0.0072
H 1.272 1.435 0.148 0.0853
H 2.811 3.064 1.231 0.0015
H 5.065 2.361 1.898 0.0004
H 5.852 0.065 1.417 -0.0003
H 4.384 -1.509 0.214 0.0002
H 2.144 -4.122 0.309 0.0003
H 3.699 -5.734 -0.666 -0.0001
H 4.839 -5.251 -2.793 -0.0002
H 4.460 -3.096 -3.927 -0.0001
H 2.986 -1.410 -2.920 -0.0012
C 0.999 1.250 -4.636 0.0014
C 0.851 0.629 -3.229 0.0543
N -0.391 1.074 -2.586 -0.2789
C -0.307 2.530 -2.412 0.0949
C -0.085 3.239 -3.766 0.0037
N -0.103 2.217 -4.834 -0.0016
C -1.400 1.503 -4.820 0.0037
C -1.521 0.755 -3.470 0.0892
H 0.946 0.489 -5.417 0.0009
H 1.954 1.767 -4.738 -0.0001
H 1.693 0.930 -2.599 -0.0078
H 0.847 -0.463 -3.301 0.0222
H 0.526 2.754 -1.740 -0.0128
H -1.231 2.883 -1.948 -0.0146
H 0.873 3.759 -3.790 0.0008
H -0.869 3.973 -3.957 0.0005
H 0.016 2.679 -5.742 0.0001
H -1.441 0.806 -5.660 0.0000
H -2.206 2.228 -4.951 0.0013
H -1.529 -0.327 -3.630 -0.0037
H -2.451 1.034 -2.970 0.0020
N -7.080 2.241 0.982 -0.0041
C -5.976 2.890 0.625 -0.0037
S -5.945 4.524 0.319 0.0212
C -4.734 2.148 0.396 0.0145
C -4.714 0.850 -0.133 -0.0037
C -3.509 0.237 -0.393 0.1004
N -2.307 0.801 -0.155 -0.1736
C -2.332 2.052 0.363 0.1164
C -3.488 2.742 0.638 0.0112
H -7.936 2.762 1.112 0.0002
H -7.075 1.273 1.265 0.0004
H -5.635 0.340 -0.362 -0.0006
H -3.486 -0.768 -0.803 0.0050
H -1.363 2.497 0.570 -0.0463
H -3.450 3.739 1.045 -0.0007
```

The following is a quantum chemistry calculation of a cluster of 7 separate species, C30H58ClN4O16 in total in a non-equilibrium geometry, from OMol25.

Its HOMO energy is -0.3216 Ha. Its charge is +1. As for the HOMO-LUMO gap: 6.05 eV. The LUMO energy is -2.71 eV.

```
109
Properties=species:S:1:pos:R:3:lowdin_charge:R:1
C -10.676 -8.645 17.893 0.0125
N -12.074 -9.215 17.587 -0.3064
C -12.976 -8.150 16.877 0.0486
C -11.870 -10.420 16.653 0.0137
C -12.812 -9.691 18.920 -0.0615
C -12.334 -11.016 19.466 -0.2326
O -10.960 -11.000 19.766 -0.0673
H -10.273 -8.089 17.047 0.1083
H -9.927 -9.363 18.228 0.0970
H -10.868 -8.049 18.785 0.1041
H -13.066 -7.320 17.578 0.1117
H -13.865 -8.769 16.754 0.1022
H -12.567 -7.769 15.942 0.1090
H -11.240 -11.204 17.072 0.1019
H -11.368 -9.951 15.807 0.1068
H -12.869 -10.755 16.373 0.1118
H -13.896 -9.668 18.805 0.1379
H -12.759 -8.861 19.625 0.1362
H -12.542 -11.785 18.723 0.1178
H -12.680 -11.242 20.475 0.1449
H -10.611 -11.894 19.722 0.1032
C -10.812 -15.365 26.018 0.0230
N -10.029 -14.597 27.132 -0.3126
C -8.570 -14.593 26.615 0.0103
C -10.519 -13.168 27.218 0.0022
C -10.130 -15.373 28.532 -0.0381
C -11.477 -15.164 29.182 -0.2183
O -11.697 -13.850 29.735 -0.0506
H -10.447 -15.242 24.999 0.1031
H -11.862 -15.075 26.058 0.1018
H -10.686 -16.415 26.283 0.0998
H -8.049 -14.153 27.464 0.1019
H -8.461 -14.017 25.696 0.1076
H -8.171 -15.605 26.544 0.1076
H -11.608 -13.148 27.250 0.1071
H -10.220 -12.586 26.346 0.1101
H -10.186 -12.696 28.142 0.1101
H -9.378 -14.833 29.107 0.1353
H -9.858 -16.398 28.280 0.1361
H -11.645 -15.906 29.963 0.1363
H -12.237 -15.343 28.422 0.1215
H -12.656 -13.823 29.772 0.1060
Cl -17.179 -10.277 25.886 0.6217
O -17.098 -11.728 25.655 -0.4180
O -18.531 -9.816 25.729 -0.3754
O -16.567 -9.881 27.140 -0.3960
O -16.401 -9.631 24.847 -0.4323
C -12.468 -6.250 32.026 -0.0735
C -13.509 -6.536 33.106 -0.4573
C -13.216 -5.789 34.443 -0.1817
O -11.888 -6.179 34.887 -0.2155
C -11.281 -5.431 36.015 -0.0615
N -14.809 -6.324 32.530 0.0308
H -11.416 -6.310 32.306 0.0669
H -12.586 -5.220 31.691 0.0756
H -12.628 -6.948 31.204 0.0728
H -13.482 -7.589 33.387 0.1334
H -13.966 -6.108 35.167 0.1139
H -13.454 -4.737 34.285 0.1167
H -11.212 -4.394 35.687 0.0837
H -10.339 -5.862 36.356 0.0762
H -11.861 -5.605 36.922 0.0752
H -14.925 -7.107 31.902 0.0741
H -14.854 -5.475 31.985 0.0703
C -27.779 -17.229 26.812 -0.0696
C -27.137 -16.045 27.563 -0.4406
C -26.095 -15.282 26.723 -0.1488
O -24.848 -16.014 26.522 -0.1956
C -24.005 -15.468 25.631 -0.1847
N -28.242 -15.276 28.073 0.0276
H -28.600 -17.715 27.339 0.0712
H -27.085 -18.064 26.716 0.0714
H -28.199 -17.078 25.818 0.0745
H -26.644 -16.384 28.475 0.1385
H -25.800 -14.391 27.276 0.1201
H -26.414 -15.084 25.700 0.1214
H -23.123 -16.096 25.759 0.0932
H -23.699 -14.444 25.844 0.0905
H -24.337 -15.563 24.597 0.0869
H -27.866 -14.462 28.537 0.0712
H -28.784 -15.040 27.254 0.0729
C -25.800 -4.137 25.618 0.0837
C -26.613 -3.778 26.671 -0.1595
C -27.270 -4.674 27.673 -0.3174
O -28.222 -4.445 28.433 0.1089
C -26.690 -5.994 27.524 0.0623
C -25.802 -6.417 26.561 -0.1509
C -25.349 -5.516 25.473 -0.3424
O -24.713 -5.976 24.547 0.1197
O -25.193 -7.695 26.607 0.0751
O -27.161 -2.496 26.568 0.0615
H -25.508 -3.340 24.951 0.1336
H -26.940 -6.642 28.351 0.1306
H -24.782 -7.832 25.750 0.0951
H -27.929 -2.440 27.141 0.0997
C -20.493 -2.424 21.795 0.0716
C -19.992 -3.685 21.721 -0.2205
C -20.137 -4.524 20.460 -0.2663
O -19.596 -5.602 20.215 0.0944
C -20.801 -3.825 19.300 0.0686
C -21.192 -2.584 19.448 -0.2548
C -21.255 -1.782 20.711 -0.2975
O -21.942 -0.781 20.953 0.1033
O -21.793 -1.942 18.422 0.0895
O -19.441 -4.203 22.825 0.1156
H -20.504 -1.923 22.752 0.1331
H -20.975 -4.291 18.341 0.1371
H -21.926 -1.015 18.631 0.1084
H -19.421 -5.144 22.640 0.1175
```

The following is a quantum chemistry calculation of a structure of composition C5H7BO3S in a non-equilibrium geometry, from OMol25.

Its HOMO energy (spin up / spin down) is -0.3375 / -0.2977 Ha. Its charge is 0. As for the HOMO-LUMO gap (spin up / spin down): 7.44 / 6.23 eV. The LUMO energy (spin up / spin down) is -1.74 / -1.87 eV. The energy above the lowest of the compared OMol25 structures with the same formula, charge and spin comes out at 142.0 kcal/mol.

```
17
Properties=species:S:1:pos:R:3:nbo_charge:R:1
B 0.154 1.012 0.000 0.8596
C 0.616 -1.645 -0.057 -0.2700
C 2.060 -1.593 -0.084 -0.3369
C 2.148 1.246 0.015 -0.1621
C -0.231 -0.556 0.084 -0.1406
C -1.713 -0.714 0.196 -0.1134
O 0.044 1.551 -1.293 -0.8813
O -0.334 1.807 1.020 -0.9417
O -2.619 0.227 -0.440 -0.7014
S 3.100 -0.154 -0.095 0.4034
H -0.015 -2.505 -0.077 0.2216
H 2.574 -2.452 0.003 0.2095
H -1.986 -1.702 -0.137 0.1810
H -1.936 -0.736 1.240 0.1933
H 0.198 2.557 -1.280 0.4898
H 0.142 2.592 1.383 0.5112
H -2.202 1.066 -0.475 0.4779
```

The following is a quantum chemistry calculation of the molecule C4H5ClS in a non-equilibrium geometry, from OMol25.

Its HOMO energy is -0.3133 Ha. Its charge is 0. The SMILES is C/C(Cl)=C\C=S. As for the HOMO-LUMO gap: 7.44 eV. The LUMO energy is -1.08 eV. The energy above the lowest of the compared OMol25 structures with the same formula, charge and spin comes out at 23.0 kcal/mol.

```
11
Properties=species:S:1:pos:R:3:nbo_charge:R:1
C 0.160 -0.250 -1.434 -0.7178
C -0.106 0.789 -0.380 0.1432
C -0.310 0.596 0.972 -0.3657
C -0.043 -0.623 1.631 -0.2655
H -0.659 -0.233 -2.204 0.2456
H 1.101 -0.091 -2.007 0.2438
H 0.214 -1.248 -0.972 0.2642
H -0.618 1.409 1.628 0.2369
H -0.011 -0.602 2.724 0.2126
S 0.432 -2.129 1.110 -0.0222
Cl -0.160 2.383 -1.067 0.0248
```

The following is a quantum chemistry calculation of the ion C3H7O2 with charge -1 in a non-equilibrium geometry, from OMol25.

Its HOMO energy is -0.0795 Ha. Its charge is -1. The SMILES is [O-]CCCO. As for the HOMO-LUMO gap: 6.10 eV. The LUMO energy is 3.94 eV. The energy above the lowest of the compared OMol25 structures with the same formula, charge and spin comes out at 53.9 kcal/mol.

```
12
Properties=species:S:1:pos:R:3:nbo_charge:R:1
C 0.850 -0.094 1.259 -0.0214
O 0.670 -1.427 1.451 -0.9684
C -0.184 0.495 0.296 -0.4485
C -0.255 -0.451 -0.940 -0.0579
O -0.916 0.179 -2.056 -0.7659
H 1.853 0.184 0.843 0.0610
H 0.838 0.462 2.233 0.0747
H -1.178 0.588 0.743 0.1620
H 0.092 1.475 -0.121 0.1631
H -0.756 -1.349 -0.613 0.1832
H 0.763 -0.596 -1.270 0.1680
H -1.777 0.533 -1.826 0.4502
```

The following is a quantum chemistry calculation of a cluster of 5 separate species, CH11NO5 in total in a non-equilibrium geometry, from OMol25.

Its HOMO energy is -0.3811 Ha. Its charge is 0. The SMILES is NC=O.O.O.O.O. As for the HOMO-LUMO gap: 10.64 eV. The LUMO energy is 0.27 eV. The energy above the lowest of the compared OMol25 structures with the same formula, charge and spin comes out at 24.1 kcal/mol.

```
18
Properties=species:S:1:pos:R:3:nbo_charge:R:1
C -0.451 -0.286 1.817 0.5116
N 0.573 -1.133 1.394 -0.8410
O -1.650 -0.613 1.892 -0.6247
H -0.052 0.693 2.151 0.1277
H 1.498 -0.859 1.149 0.4210
H 0.394 -2.140 1.100 0.4027
H 3.208 1.494 1.991 0.4867
H 2.198 2.080 0.874 0.4822
O 2.606 1.281 1.208 -0.9654
H 0.987 -0.790 -1.552 0.4683
H 1.159 -1.671 -2.648 0.4665
O 1.669 -1.127 -2.085 -0.9379
H -2.440 2.748 -1.861 0.4806
H -2.009 1.893 -0.698 0.4729
O -1.733 2.154 -1.569 -0.9491
H -1.450 -0.914 -0.834 0.4682
H -1.351 0.086 -1.882 0.4793
O -1.322 -0.817 -1.752 -0.9495
```

| no. | molecular weight (g mol⁻¹) |
| --- | --- |
| 1 | 688.76 |
| 2 | 766.26 |
| 3 | 157.99 |
| 4 | 120.60 |
| 5 | 75.09 |
| 6 | 117.10 |